No. 1
Molecular formula: C4H3BrClN
Method: DFT, the ωB97M-V functional and the def2-TZVPD basis

The geometry in ORCA input format:
```
! RIJCOSX wB97M-V def2-TZVPD def2/J DEFGRID3
* xyz 0 1
C 1.549 -1.528 0.037
C -0.002 0.333 -0.502
C 0.626 -0.637 0.465
C 0.845 1.732 -0.520
N 2.275 -2.348 -0.411
Cl 2.343 1.613 -1.384
Br 1.116 2.679 1.081
H -0.072 -0.213 -1.373
H -0.909 0.662 -0.167
H 0.641 -0.420 1.619
*
```

Its lowest unoccupied orbital energy (spin up / spin down) is -0.04191 / -0.05942 hartree. As for the energy relative to the best compared isomer or geometry (same formula, charge and spin): 42.4 kcal per mole. The HOMO-LUMO gap (spin up / spin down) is 8.29 / 7.39 eV. As for the HOMO energy (spin up / spin down): -9.4335 / -9.0068 eV.

=====

No. 2
Molecular formula: C4H3BrO2
Method: DFT, the ωB97M-V functional and the def2-TZVPD basis

The geometry in ORCA input format:
```
! RIJCOSX wB97M-V def2-TZVPD def2/J DEFGRID3
* xyz 0 1
C 0.943 -0.339 -0.175
C -0.119 -1.193 0.235
C 1.000 1.034 -0.246
C -1.388 -0.916 0.465
O 0.005 1.885 -0.155
O -1.273 1.398 0.076
Br -3.122 -0.559 0.035
H 1.907 -0.792 -0.060
H 0.164 -2.203 0.244
H 1.883 1.685 -0.421
*
```

Its lowest unoccupied orbital energy (spin up / spin down) is -0.04024 / -0.04031 hartree. As for the energy relative to the best compared isomer or geometry (same formula, charge and spin): 139.6 kcal per mole. The HOMO-LUMO gap (spin up / spin down) is 6.94 / 6.93 eV. As for the HOMO energy (spin up / spin down): -8.0303 / -8.0296 eV.

=====

No. 3
Molecular formula: C4H3Cl2F2N3
Method: DFT, the ωB97M-V functional and the def2-TZVPD basis

The geometry in ORCA input format:
```
! RIJCOSX wB97M-V def2-TZVPD def2/J DEFGRID3
* xyz 0 1
C -0.409 -1.640 1.781
C -0.324 0.227 0.684
C 0.307 0.279 -2.143
C -0.640 1.385 -0.141
N -1.168 -0.838 1.018
N 0.842 -1.316 1.894
N 0.918 -0.182 1.155
F 0.295 2.327 -0.253
F -1.815 1.912 -0.341
Cl -0.914 0.563 -3.231
Cl 0.623 -1.264 -1.560
H -0.686 -2.611 2.230
H 1.160 0.888 -2.116
H 1.812 0.271 1.021
*
```

Its lowest unoccupied orbital energy (spin up / spin down) is -0.02678 / -0.01840 hartree. The HOMO-LUMO gap (spin up / spin down) is 7.63 / 7.75 eV. As for the HOMO energy (spin up / spin down): -8.3546 / -8.2493 eV.

=====

No. 4
Molecular formula: C4H3ClFNO
Method: DFT, the ωB97M-V functional and the def2-TZVPD basis

The geometry in ORCA input format:
```
! RIJCOSX wB97M-V def2-TZVPD def2/J DEFGRID3
* xyz 0 1
C 1.187 -0.917 -0.830
C 0.122 -0.244 -0.051
C -1.277 1.405 0.114
C -0.690 -0.286 1.067
H 2.538 -0.657 -0.432
H 1.014 -1.171 -1.969
H 1.216 -1.935 -0.329
N -1.478 0.840 1.223
O -0.368 0.908 -0.644
F -0.345 -0.880 2.201
Cl -1.918 2.936 -0.350
*
```

Its lowest unoccupied orbital energy is 0.02207 hartree. As for the energy relative to the best compared isomer or geometry (same formula, charge and spin): 48.5 kcal per mole. The HOMO-LUMO gap is 9.84 eV. As for the HOMO energy: -9.2422 eV.

=====

No. 5
Molecular formula: C4H3ClN2S
Method: DFT, the ωB97M-V functional and the def2-TZVPD basis

The geometry in ORCA input format:
```
! RIJCOSX wB97M-V def2-TZVPD def2/J DEFGRID3
* xyz 0 1
N 0.913 2.558 -0.865
C 0.870 1.356 -0.829
C 0.487 -0.029 -0.584
Cl 1.335 -1.101 -1.631
C 0.499 -0.419 0.931
N -0.928 -0.484 0.807
C -1.045 -0.184 -0.474
S -2.335 0.043 -1.474
H 0.933 0.404 1.448
H 0.913 -1.393 1.176
H -1.642 -0.751 1.494
*
```

As for the SMILES: N#C[C@@]1(Cl)CNC1=S. Its lowest unoccupied orbital energy is -0.00313 hartree. As for the energy relative to the best compared isomer or geometry (same formula, charge and spin): 31.8 kcal per mole. The HOMO-LUMO gap is 8.95 eV. As for the HOMO energy: -9.0323 eV.

=====

No. 6
Molecular formula: C4H3ClO3S
Method: DFT, the ωB97M-V functional and the def2-TZVPD basis

The geometry in ORCA input format:
```
! RIJCOSX wB97M-V def2-TZVPD def2/J DEFGRID3
* xyz 0 1
C 1.690 0.096 0.202
O 0.621 0.509 -0.716
C -0.594 0.030 -0.437
C -1.170 0.891 0.716
S -0.298 2.187 1.169
Cl -2.565 0.346 1.555
O -0.629 -1.460 -0.216
C -1.149 -1.139 -1.345
O -1.689 -1.488 -2.318
H 1.152 -0.515 1.030
H 2.200 1.008 0.752
H 2.430 -0.463 -0.394
*
```

As for the SMILES: CO[C@]1(C(=S)Cl)OC1=O. Its lowest unoccupied orbital energy is -0.04773 hartree. As for the energy relative to the best compared isomer or geometry (same formula, charge and spin): 31.8 kcal per mole. The HOMO-LUMO gap is 8.21 eV. As for the HOMO energy: -9.5047 eV.

=====

No. 7
Molecular formula: C4H3ClOS2
Method: DFT, the ωB97M-V functional and the def2-TZVPD basis

The geometry in ORCA input format:
```
! RIJCOSX wB97M-V def2-TZVPD def2/J DEFGRID3
* xyz 0 1
C -0.856 0.662 -0.087
C -2.209 0.291 0.128
C 0.127 -0.252 -0.138
C 2.461 -0.587 -0.188
H -2.853 1.277 0.854
H -0.211 -1.381 0.021
H 2.018 -1.519 -0.180
O 1.395 0.285 -0.201
S -3.097 -1.134 -0.108
S 3.954 -0.069 0.026
Cl -0.729 2.427 -0.127
*
```

Its lowest unoccupied orbital energy is -0.05402 hartree. As for the energy relative to the best compared isomer or geometry (same formula, charge and spin): 79.8 kcal per mole. The HOMO-LUMO gap is 7.65 eV. As for the HOMO energy: -9.1158 eV.

=====

No. 8
Molecular formula: C4H3DyO2
Method: DFT, the ωB97M-V functional and the def2-TZVPD basis

The geometry in ORCA input format:
```
! RIJCOSX wB97M-V def2-TZVPD def2/J DEFGRID3
* xyz 1 7
O -1.818 0.917 1.860
C -0.937 -0.038 1.525
C 0.422 0.260 1.490
C 1.185 -0.331 0.440
C 2.601 -0.238 0.407
O 3.337 0.432 1.174
H 0.781 1.182 1.982
H 3.090 -0.694 -0.485
Dy -1.142 -0.384 -1.030
H -2.155 0.190 2.581
*
```

Its lowest unoccupied orbital energy (spin up / spin down) is -0.21350 / -0.21284 hartree. As for the energy relative to the best compared isomer or geometry (same formula, charge and spin): 39.7 kcal per mole. The HOMO-LUMO gap (spin up / spin down) is 6.64 / 6.93 eV. As for the HOMO energy (spin up / spin down): -12.4465 / -12.7203 eV.

=====

No. 9
Molecular formula: C4H3F2IO
Method: DFT, the ωB97M-V functional and the def2-TZVPD basis

The geometry in ORCA input format:
```
! RIJCOSX wB97M-V def2-TZVPD def2/J DEFGRID3
* xyz 0 1
F 2.430 -0.443 1.794
C 1.566 0.080 0.996
F 0.791 1.047 1.540
C 1.315 -0.477 -0.184
O 0.485 0.070 -1.077
C -0.797 0.386 -0.825
C -1.768 -0.239 -0.115
I -3.655 0.493 -0.286
H 2.125 -1.007 -0.725
H -1.065 1.169 -1.579
H -1.426 -1.079 0.461
*
```

As for the SMILES: FC(F)=CO/C=C/I. Its lowest unoccupied orbital energy is 0.01925 hartree. As for the energy relative to the best compared isomer or geometry (same formula, charge and spin): 6.9 kcal per mole. The HOMO-LUMO gap is 9.07 eV. As for the HOMO energy: -8.5434 eV.

=====

No. 10
Molecular formula: C4H3F3
Method: DFT, the ωB97M-V functional and the def2-TZVPD basis

The geometry in ORCA input format:
```
! RIJCOSX wB97M-V def2-TZVPD def2/J DEFGRID3
* xyz 0 1
C -1.601 0.444 -0.063
C -0.768 -0.591 0.067
C 0.695 -0.617 0.012
F 1.234 -1.851 -0.013
C 1.533 0.422 0.001
F 2.854 0.343 -0.039
F 1.142 1.688 0.044
H -2.663 0.296 0.000
H -1.257 1.448 -0.236
H -1.171 -1.583 0.227
*
```

As for the SMILES: C=CC(F)=C(F)F. Its lowest unoccupied orbital energy is 0.02981 hartree. As for the energy relative to the best compared isomer or geometry (same formula, charge and spin): 6.7 kcal per mole. The HOMO-LUMO gap is 9.94 eV. As for the HOMO energy: -9.1322 eV.

=====

No. 11
Molecular formula: C4H3F5O2S
Method: DFT, the ωB97M-V functional and the def2-TZVPD basis

The geometry in ORCA input format:
```
! RIJCOSX wB97M-V def2-TZVPD def2/J DEFGRID3
* xyz 0 1
C -2.444 -0.323 -0.199
C -3.368 -0.952 -0.889
C 0.004 -2.064 -0.897
C -2.979 1.447 0.608
O -0.062 -0.327 1.192
O -1.691 -2.311 1.295
F -3.103 -2.138 -1.452
F -4.582 -0.497 -1.148
F -4.085 1.797 -0.001
F -3.133 1.193 1.875
F -2.134 2.418 0.434
S -1.007 -1.229 0.553
H 0.903 -2.412 -0.443
H -0.570 -2.932 -1.170
H 0.065 -1.437 -1.735
*
```

Its lowest unoccupied orbital energy is 0.01382 hartree. As for the energy relative to the best compared isomer or geometry (same formula, charge and spin): 43.3 kcal per mole. The HOMO-LUMO gap is 11.19 eV. As for the HOMO energy: -10.8095 eV.

=====

No. 12
Molecular formula: C4H3F7O2P
Method: DFT, the ωB97M-V functional and the def2-TZVPD basis

The geometry in ORCA input format:
```
! RIJCOSX wB97M-V def2-TZVPD def2/J DEFGRID3
* xyz -1 1
C -0.387 -2.005 -1.260
C -0.036 1.486 -0.213
C 0.959 2.585 0.152
C 0.094 -0.380 1.115
O -2.312 -1.342 0.586
O -0.462 -3.015 1.244
F -1.319 1.908 -0.149
F 0.243 1.062 -1.440
F 0.844 2.938 1.495
F 2.182 2.118 0.046
F 0.737 3.706 -0.539
F 1.416 -0.659 1.102
F -0.167 0.091 2.310
P -0.931 -1.831 0.467
H -0.515 -3.124 -1.637
H -1.087 -1.421 -1.953
H 0.743 -2.116 -1.325
*
```

Its lowest unoccupied orbital energy is 0.12995 hartree. As for the energy relative to the best compared isomer or geometry (same formula, charge and spin): 25.5 kcal per mole. The HOMO-LUMO gap is 8.87 eV. As for the HOMO energy: -5.3337 eV.

=====

No. 13
Molecular formula: C4H3FN2O
Method: DFT, the ωB97M-V functional and the def2-TZVPD basis

The geometry in ORCA input format:
```
! RIJCOSX wB97M-V def2-TZVPD def2/J DEFGRID3
* xyz 0 1
H -0.294 -2.663 1.111
N -1.039 -1.883 0.835
C -0.394 -0.888 0.288
C -1.051 0.316 -0.234
C -0.288 1.192 -0.807
F -0.582 2.311 -1.427
C 1.156 0.810 -0.375
O 2.217 1.345 -0.340
N 0.899 -0.472 0.147
H -2.208 0.719 -0.052
H 1.584 -0.787 0.855
*
```

As for the SMILES: [H]/N=C1/C=C(F)C(=O)N1. Its lowest unoccupied orbital energy is -0.01539 hartree. As for the energy relative to the best compared isomer or geometry (same formula, charge and spin): 51.6 kcal per mole. The HOMO-LUMO gap is 10.01 eV. As for the HOMO energy: -10.4300 eV.

=====

No. 14
Molecular formula: C4H3FO2
Method: DFT, the ωB97M-V functional and the def2-TZVPD basis

The geometry in ORCA input format:
```
! RIJCOSX wB97M-V def2-TZVPD def2/J DEFGRID3
* xyz 0 1
F -0.765 3.903 -0.370
O -1.502 2.605 -0.321
C -0.697 1.598 -0.162
C 0.285 1.006 -0.964
C 0.892 0.058 -0.051
C 0.344 0.371 1.132
O -0.623 1.254 1.084
H 0.510 1.045 -2.023
H 1.715 -0.501 -0.348
H 0.617 -0.105 2.150
*
```

As for the SMILES: FOc1ccco1. Its lowest unoccupied orbital energy (spin up / spin down) is -0.02241 / -0.02245 hartree. As for the energy relative to the best compared isomer or geometry (same formula, charge and spin): 86.8 kcal per mole. The HOMO-LUMO gap (spin up / spin down) is 8.86 / 8.86 eV. As for the HOMO energy (spin up / spin down): -9.4701 / -9.4704 eV.

=====

No. 15
Molecular formula: C4H3FO2S
Method: DFT, the ωB97M-V functional and the def2-TZVPD basis

The geometry in ORCA input format:
```
! RIJCOSX wB97M-V def2-TZVPD def2/J DEFGRID3
* xyz 0 1
O -2.983 -0.690 -0.179
C -1.822 -0.342 -0.159
O -0.907 -1.282 0.071
C 0.489 -1.265 -0.137
C 1.112 -0.053 -0.182
F 2.451 -0.164 -0.342
C 0.494 1.235 0.264
S -1.266 1.367 -0.291
H 0.850 -2.278 -0.152
H 1.092 2.060 -0.189
H 0.490 1.412 1.295
*
```

As for the SMILES: O=C1OC=C(F)CS1. Its lowest unoccupied orbital energy is 0.01627 hartree. As for the energy relative to the best compared isomer or geometry (same formula, charge and spin): 11.7 kcal per mole. The HOMO-LUMO gap is 10.13 eV. As for the HOMO energy: -9.6890 eV.

=====

No. 16
Molecular formula: C4H3FO3S2
Method: DFT, the ωB97M-V functional and the def2-TZVPD basis

The geometry in ORCA input format:
```
! RIJCOSX wB97M-V def2-TZVPD def2/J DEFGRID3
* xyz 0 1
C -1.553 -1.233 -0.031
C -0.520 -0.597 -0.644
C -2.209 -0.415 0.882
C -0.229 0.644 -0.133
O 2.868 1.697 0.816
O 2.032 -0.495 0.402
O 0.803 1.471 -0.490
F 2.825 0.754 -1.496
S -1.424 1.139 1.031
S 2.195 0.832 -0.040
H -1.903 -2.180 -0.381
H 0.193 -0.944 -1.263
H -3.078 -0.674 1.347
*
```

Its lowest unoccupied orbital energy is 0.02147 hartree. The HOMO-LUMO gap is 9.77 eV. As for the HOMO energy: -9.1824 eV.

=====

No. 17
Molecular formula: C4H3FO6Y
Method: DFT, the ωB97M-V functional and the def2-TZVPD basis

The geometry in ORCA input format:
```
! RIJCOSX wB97M-V def2-TZVPD def2/J DEFGRID3
* xyz 2 2
C -1.402 0.850 0.467
C -0.912 0.920 -0.982
O 0.208 1.820 -1.174
C 1.423 1.439 -0.984
O 1.842 0.475 -0.338
O 2.310 2.196 -1.537
O -0.502 0.552 1.383
F -1.932 2.128 0.755
H -1.693 1.308 -1.641
H -0.626 -0.088 -1.309
O 0.339 -4.836 1.020
C 0.661 -3.734 1.045
O 1.242 -2.725 1.232
Y 1.327 -0.402 1.589
H -2.285 0.097 0.476
*
```

Its lowest unoccupied orbital energy (spin up / spin down) is -0.35985 / -0.41776 hartree. The HOMO-LUMO gap (spin up / spin down) is 8.77 / 7.20 eV. As for the HOMO energy (spin up / spin down): -18.5616 / -18.5662 eV.

=====

No. 18
Molecular formula: C4H3FS
Method: DFT, the ωB97M-V functional and the def2-TZVPD basis

The geometry in ORCA input format:
```
! RIJCOSX wB97M-V def2-TZVPD def2/J DEFGRID3
* xyz 0 1
C -0.068 -1.529 0.785
C 0.190 -1.079 1.854
F 0.279 -0.308 2.941
H -0.476 -2.202 0.003
C -0.363 0.331 -2.070
C 0.276 1.085 -1.377
S 1.042 1.974 -0.107
H -1.019 -0.020 -2.846
H 0.138 1.749 0.818
*
```

As for the SMILES: C#CF.C#CS. Its lowest unoccupied orbital energy is 0.01961 hartree. As for the energy relative to the best compared isomer or geometry (same formula, charge and spin): 108.4 kcal per mole. The HOMO-LUMO gap is 9.77 eV. As for the HOMO energy: -9.2320 eV.

=====

No. 19
Molecular formula: C4H3GaLiO2
Method: DFT, the ωB97M-V functional and the def2-TZVPD basis

The geometry in ORCA input format:
```
! RIJCOSX wB97M-V def2-TZVPD def2/J DEFGRID3
* xyz 1 1
Ga 2.942 0.138 1.276
O 1.536 0.321 0.119
C 0.679 -0.748 -0.141
H 0.881 -1.335 -1.056
H 0.694 -1.470 0.698
C -2.033 -0.364 -0.036
C -0.709 -0.220 -0.275
C -1.422 0.961 0.079
O -1.636 2.161 0.092
Li 1.829 1.676 -1.015
H -2.760 -1.121 0.259
*
```

Its lowest unoccupied orbital energy is -0.17963 hartree. As for the energy relative to the best compared isomer or geometry (same formula, charge and spin): 5.5 kcal per mole. The HOMO-LUMO gap is 7.70 eV. As for the HOMO energy: -12.5916 eV.

=====

No. 20
Molecular formula: C4H3GaO
Method: DFT, the ωB97M-V functional and the def2-TZVPD basis

The geometry in ORCA input format:
```
! RIJCOSX wB97M-V def2-TZVPD def2/J DEFGRID3
* xyz 3 2
C -0.514 -1.509 -0.382
C -1.845 -1.284 -0.817
C -1.588 -1.547 0.468
H -2.451 -0.921 -1.648
C 1.217 1.548 0.733
O 1.782 0.763 -0.026
Ga 1.297 -0.852 -0.586
H 0.733 1.169 1.650
H 1.368 2.632 0.607
*
```

Its lowest unoccupied orbital energy (spin up / spin down) is -0.68657 / -0.68682 hartree. As for the energy relative to the best compared isomer or geometry (same formula, charge and spin): 0.0 kcal per mole. The HOMO-LUMO gap (spin up / spin down) is 7.94 / 8.92 eV. As for the HOMO energy (spin up / spin down): -26.6250 / -27.6072 eV.

=====

no.,E_tot (Ha)
1,-3243.03932
2,-2878.42161
3,-1438.47850
4,-844.18229
5,-1122.05576
6,-1238.20624
7,-1485.89215
8,-1189.23672
9,-726.78259
10,-453.75561
11,-1202.09257
12,-1345.18286
13,-438.78550
14,-404.38754
15,-802.71272
16,-1276.12652
17,-743.23115
18,-652.06813
19,-2236.71248
20,-2152.56575